Density functional theory data (the ωB97M-V functional and the def2-TZVPD basis) for a molecular structure, C5H13N2O at a distorted geometry.

Output
Charge: +1
Frontier orbital gap: 4.25 eV
HOMO: -12.5 eV
E: -382.52476 Eh
Energy above the lowest of the compared OMol25 structures with the same formula, charge and spin: 884.5 kJ/mol
LUMO: -8.28 eV

```
21
Properties=species:S:1:pos:R:3:mulliken_charge:R:1
N -2.46 0.09 4.03 -0.486
C -0.34 -0.18 1.36 -0.128
C 0.02 -0.90 0.22 -1.081
N 0.76 -0.38 -1.37 0.021
C -0.26 -0.27 -2.45 -0.803
C 1.43 0.87 -1.05 -0.463
C 2.30 0.38 -2.04 0.085
O 2.10 0.78 -3.24 -0.434
H -3.45 0.27 4.05 0.184
H -2.04 0.09 4.98 0.199
H -1.87 -0.01 3.21 0.133
H -1.36 0.17 1.37 0.414
H 0.46 0.18 2.07 0.391
H 1.00 -1.33 0.39 0.362
H -0.60 -1.65 -0.31 0.550
H -1.25 -0.61 -2.12 0.374
H 0.09 -0.68 -3.42 0.321
H -0.32 0.81 -2.62 0.320
H 1.84 0.90 -0.03 0.386
H 0.80 1.78 -1.22 0.296
H 3.14 -0.30 -1.81 0.358
```

Density functional theory data (the ωB97M-V functional and the def2-TZVPD basis) for a molecular structure, C5H13N2O2Se2Tl.

Output
Charge: 0
Frontier orbital gap: 8.45 eV
HOMO: -8.4 eV
E: -5433.63699 Eh
LUMO: 0.07 eV

```
25
Properties=species:S:1:pos:R:3:mulliken_charge:R:1
Tl 1.88 -0.15 -0.61 0.670
N 0.44 1.95 -1.45 -0.279
N 1.35 2.92 -1.90 -0.307
C 2.64 2.49 -2.32 0.594
O 3.28 3.28 -3.00 -0.674
O 3.00 1.32 -1.91 -0.705
H -0.18 1.64 -2.19 0.232
H -0.12 2.33 -0.70 0.212
H 0.99 3.66 -2.47 0.239
C 0.59 -0.25 3.40 -0.953
Se -0.14 0.95 2.06 -0.001
C -1.70 -0.14 1.63 -0.904
C -1.42 -1.40 0.82 -0.538
Se -1.47 -1.03 -1.10 0.008
C -1.09 -2.85 -1.65 -0.913
H -0.14 -0.41 4.19 0.292
H 1.47 0.24 3.82 0.336
H 0.89 -1.19 2.95 0.308
H -2.38 0.53 1.11 0.426
H -2.17 -0.39 2.58 0.388
H -2.18 -2.15 1.01 0.413
H -0.45 -1.83 1.05 0.260
H -0.09 -3.14 -1.35 0.283
H -1.17 -2.87 -2.74 0.329
H -1.83 -3.52 -1.22 0.283
```

Density functional theory data (the ωB97M-V functional and the def2-TZVPD basis) for 3 unconnected molecules or ions with the total composition C5H13N2OS2 at a distorted geometry.

Output
Charge: +1
Frontier orbital gap: 6.92 eV
HOMO: -11.3 eV
E: -1179.05461 Eh
Energy above the lowest of the compared OMol25 structures with the same formula, charge and spin: 462.8 kJ/mol
LUMO: -4.39 eV

```
23
Properties=species:S:1:pos:R:3:mulliken_charge:R:1
C -3.53 1.24 -0.37 0.697
C 1.17 2.90 -0.87 -0.779
C 1.47 2.77 1.53 -0.182
C -2.92 -0.62 1.01 -0.741
C -2.69 -0.68 -1.44 -0.852
N 0.92 2.25 0.49 0.035
N -3.11 0.09 -0.26 0.116
O -4.03 2.26 -0.41 -0.185
S 5.83 -1.05 -0.88 -0.304
S 0.20 0.82 0.54 -0.344
H 1.65 2.18 -1.42 0.376
H 0.26 3.08 -1.47 0.266
H 1.81 3.86 -0.71 0.254
H 6.42 -0.04 -0.13 0.152
H 1.37 2.35 2.54 0.273
H 1.87 3.76 1.36 0.187
H -3.12 -1.71 1.05 0.296
H -1.91 -0.43 1.20 0.226
H -3.47 -0.15 1.83 0.341
H -1.66 -0.91 -1.44 0.320
H -3.39 -1.57 -1.62 0.345
H -2.99 0.01 -2.27 0.349
H 6.68 -1.92 -0.37 0.153
```

Density functional theory data (the ωB97M-V functional and the def2-TZVPD basis) for a gas-phase ion, C5H13N2S (charge +1) at a distorted geometry.

Output
SMILES: C/C(N)=[NH+]/C(C)(C)S
Charge: +1
Frontier orbital gap: 10.67 eV
HOMO: -13.4 eV
E: -705.74294 Eh
Energy above the lowest of the compared OMol25 structures with the same formula, charge and spin: 60.4 kJ/mol
LUMO: -2.74 eV

```
21
Properties=species:S:1:pos:R:3:mulliken_charge:R:1
C 2.76 0.25 -0.88 -1.249
C 1.40 0.54 -0.26 0.898
N 1.23 1.66 0.47 -0.317
N 0.38 -0.25 -0.54 -0.259
C -1.29 -0.23 0.13 0.689
C -1.81 -1.57 -0.39 -1.551
C -1.15 -0.06 1.62 -1.326
S -2.07 1.23 -0.64 -0.139
H 2.75 -0.18 -1.93 0.345
H 3.25 1.29 -1.05 0.380
H 3.27 -0.38 -0.21 0.339
H 2.08 2.12 0.71 0.253
H 0.34 1.75 0.87 0.160
H 0.68 -1.17 -0.86 0.270
H -1.11 -2.37 -0.05 0.426
H -2.81 -1.78 0.07 0.348
H -1.90 -1.74 -1.49 0.427
H -0.24 0.34 2.05 0.356
H -1.22 -1.01 2.15 0.350
H -1.90 0.60 2.12 0.396
H -2.62 0.94 -1.88 0.205
```

Density functional theory data (the ωB97M-V functional and the def2-TZVPD basis) for a gas-phase ion, C5H13N2S (charge +1) at a distorted geometry.

Output
SMILES: CSN1CC[N@H+](C)C1
Charge: +1
Frontier orbital gap: 9.26 eV
HOMO: -12.3 eV
E: -705.69889 Eh
Energy above the lowest of the compared OMol25 structures with the same formula, charge and spin: 176.1 kJ/mol
LUMO: -3.08 eV

```
21
Properties=species:S:1:pos:R:3:mulliken_charge:R:1
C 3.57 -0.59 0.15 -0.799
S 2.18 0.18 -0.71 -0.008
N 1.08 0.26 0.57 -0.154
C 0.23 1.42 0.61 -0.652
C -0.81 1.28 -0.50 -0.449
N -1.12 -0.19 -0.58 0.082
C -2.55 -0.51 -0.39 -1.001
C -0.28 -0.94 0.36 -0.570
H 4.44 -0.44 -0.49 0.348
H 3.38 -1.64 0.30 0.265
H 3.72 -0.08 1.10 0.288
H 0.83 2.33 0.48 0.389
H -0.24 1.46 1.60 0.312
H -1.71 1.86 -0.30 0.366
H -0.37 1.60 -1.45 0.327
H -0.86 -0.50 -1.52 0.422
H -2.84 -0.25 0.63 0.428
H -3.15 0.06 -1.10 0.386
H -2.72 -1.57 -0.56 0.371
H 0.15 -1.85 -0.03 0.291
H -0.70 -1.03 1.35 0.358
```

Density functional theory data (the ωB97M-V functional and the def2-TZVPD basis) for C5H13N3 in the gas phase at a distorted geometry.

Output
SMILES: C=N[C@@](C)(N)N(C)C
Charge: 0
Frontier orbital gap: 9.35 eV
HOMO: -8.4 eV
E: -362.49451 Eh
Energy above the lowest of the compared OMol25 structures with the same formula, charge and spin: 230.4 kJ/mol
LUMO: 0.97 eV

```
21
Properties=species:S:1:pos:R:3:mulliken_charge:R:1
C 2.44 -0.55 -0.74 -0.296
N 1.49 -1.24 -0.26 -0.566
C -0.11 -0.65 -0.20 1.151
C -0.68 -0.80 -1.61 -1.920
N -0.79 -1.48 0.71 -0.473
N 0.10 0.67 0.25 -0.145
C 0.61 0.86 1.60 -1.271
C -1.34 1.46 0.08 -0.993
H 2.35 0.52 -1.02 0.246
H 3.43 -1.00 -0.88 0.281
H -1.78 -0.70 -1.63 0.470
H -0.27 -0.05 -2.29 0.377
H -0.43 -1.78 -2.01 0.475
H -1.59 -1.95 0.31 0.228
H -0.81 -1.10 1.64 0.230
H -0.18 0.80 2.35 0.425
H 1.38 0.12 1.87 0.447
H 1.08 1.85 1.67 0.327
H -1.53 1.68 -0.97 0.273
H -1.21 2.41 0.60 0.381
H -2.17 0.91 0.52 0.354
```

Density functional theory data (the ωB97M-V functional and the def2-TZVPD basis) for 2 unconnected molecules or ions with the total composition C5H13N3 at a distorted geometry.

Output
SMILES: C/C=C/N.C/N=C\N
Charge: 0
Frontier orbital gap: 8.99 eV
HOMO: -8.0 eV
E: -362.51338 Eh
Energy above the lowest of the compared OMol25 structures with the same formula, charge and spin: 180.9 kJ/mol
LUMO: 0.95 eV

```
21
Properties=species:S:1:pos:R:3:mulliken_charge:R:1
C -1.22 -0.27 -0.12 -1.051
C -2.18 -0.10 1.04 -0.377
C -2.00 0.92 1.89 -0.132
N -2.80 1.24 2.99 -0.521
H -0.71 0.65 -0.40 0.402
H -0.43 -0.94 0.25 0.296
H -1.67 -0.72 -1.01 0.340
H -3.07 -0.73 1.07 0.263
H -1.15 1.56 1.69 0.294
H -2.29 1.59 3.78 0.238
H -3.42 0.50 3.26 0.229
C 3.04 -0.06 -0.29 -0.687
N 2.92 -1.03 -1.34 -0.414
C 2.02 -0.97 -2.20 0.096
N 0.86 -0.12 -2.31 -0.535
H 3.89 0.60 -0.47 0.306
H 3.21 -0.53 0.69 0.268
H 2.21 0.65 -0.17 0.232
H 2.04 -1.70 -3.01 0.330
H 0.70 0.10 -3.29 0.262
H 0.05 -0.66 -2.05 0.161
```

Density functional theory data (the ωB97M-V functional and the def2-TZVPD basis) for 2 unconnected molecules or ions with the total composition C5H13N3O2 at a distorted geometry.

Output
SMILES: [H]/N=C(\N)NCC.CC(=O)O
Charge: 0
Frontier orbital gap: 9.62 eV
HOMO: -8.8 eV
E: -513.01087 Eh
Energy above the lowest of the compared OMol25 structures with the same formula, charge and spin: 221.7 kJ/mol
LUMO: 0.87 eV

```
23
Properties=species:S:1:pos:R:3:mulliken_charge:R:1
H -0.71 -2.04 -0.29 0.299
N -0.25 -1.32 -0.83 -0.593
C 0.97 -1.25 -1.07 0.326
N 2.01 -2.13 -0.57 -0.402
N 1.38 -0.45 -2.16 -0.294
C 0.75 0.93 -2.21 -0.739
C 0.44 1.73 -0.84 -0.728
H 2.99 -2.02 -0.43 0.173
H 1.64 -2.96 -0.11 0.202
H 2.40 -0.20 -2.21 0.296
H -0.25 0.88 -2.66 0.293
H 1.38 1.57 -2.70 0.480
H -0.21 1.01 -0.37 0.054
H 0.05 2.76 -1.13 0.334
H 1.38 1.98 -0.35 0.321
C -1.57 0.80 2.88 -1.226
C -1.44 -0.37 2.03 0.873
O -0.55 -1.22 1.85 -0.556
O -2.67 -0.45 1.26 -0.492
H -1.69 1.78 2.38 0.281
H -0.99 1.00 3.74 0.411
H -2.58 0.93 3.31 0.343
H -2.49 -0.96 0.50 0.344
```

Density functional theory data (the ωB97M-V functional and the def2-TZVPD basis) for C5H13N3O2 in the gas phase at a distorted geometry.

Output
SMILES: CCN(CC)/[N+]([O-])=C/ON
Charge: 0
Frontier orbital gap (alpha / beta): 8.35 / 8.35 eV
HOMO (alpha / beta): -7.5 / -7.5 eV
E: -512.81350 Eh
Energy above the lowest of the compared OMol25 structures with the same formula, charge and spin: 739.9 kJ/mol
LUMO (alpha / beta): 0.81 / 0.81 eV

```
23
Properties=species:S:1:pos:R:3:mulliken_charge:R:1
C 2.09 -0.56 -0.45 -0.875
C 0.94 0.10 -1.16 -0.943
N -0.18 0.51 -0.34 -0.079
C -0.61 1.88 -0.09 -0.295
C 0.48 2.89 -0.04 -1.078
N -0.64 -0.50 0.47 0.766
O -1.05 -0.24 1.62 -0.787
C -0.80 -1.82 -0.12 -0.174
O -1.05 -2.82 0.67 -0.243
N -2.28 -2.93 1.37 -0.496
H 2.76 0.14 0.06 0.283
H 1.61 -1.23 0.24 0.286
H 2.72 -1.30 -1.01 0.314
H 1.29 1.01 -1.66 0.511
H 0.50 -0.50 -1.88 0.346
H -1.18 1.87 0.83 0.348
H -1.42 2.13 -0.78 0.328
H 0.97 3.08 0.88 0.326
H 1.18 2.51 -0.72 0.279
H 0.01 3.80 -0.36 0.338
H -0.82 -1.96 -1.19 0.311
H -2.23 -2.16 2.12 0.278
H -2.31 -3.92 1.56 0.257
```

Density functional theory data (the ωB97M-V functional and the def2-TZVPD basis) for 2 unconnected molecules or ions with the total composition C5H13N3O2 at a distorted geometry.

Output
SMILES: CC(=O)CN.CC(=O)NN
Charge: 0
Frontier orbital gap: 9.75 eV
HOMO: -8.9 eV
E: -513.00661 Eh
Energy above the lowest of the compared OMol25 structures with the same formula, charge and spin: 232.9 kJ/mol
LUMO: 0.87 eV

```
23
Properties=species:S:1:pos:R:3:mulliken_charge:R:1
C -2.32 0.30 -0.26 -1.412
C -0.94 0.88 -0.33 1.157
O -0.55 1.65 -1.18 -0.683
C -0.36 1.10 1.26 -0.836
N -1.00 0.25 2.24 -0.540
H -2.96 0.92 0.36 0.380
H -2.74 0.19 -1.26 0.393
H -2.24 -0.68 0.22 0.348
H -0.76 2.11 1.41 0.494
H 0.72 1.26 1.33 0.268
H -0.82 0.57 3.18 0.236
H -0.67 -0.71 2.15 0.230
C 2.39 -0.60 0.12 -1.273
C 0.98 -1.11 0.02 0.708
O 0.45 -1.89 0.78 -0.688
N 0.34 -0.83 -1.21 0.089
N 1.08 -0.40 -2.33 -0.732
H 2.75 -0.76 1.14 0.334
H 3.02 -1.15 -0.57 0.388
H 2.42 0.46 -0.14 0.341
H -0.50 -1.39 -1.37 0.307
H 0.68 -0.78 -3.19 0.261
H 1.01 0.62 -2.38 0.233
```

Density functional theory data (the ωB97M-V functional and the def2-TZVPD basis) for C5H13N5O2 in the gas phase at a distorted geometry.

Output
SMILES: CN(C)/N=C(/NN)NCC(=O)O
Charge: 0
Frontier orbital gap: 9.84 eV
HOMO: -9.2 eV
E: -622.50373 Eh
Energy above the lowest of the compared OMol25 structures with the same formula, charge and spin: 25.0 kJ/mol
LUMO: 0.62 eV

```
25
Properties=species:S:1:pos:R:3:mulliken_charge:R:1
C 1.34 -0.35 2.44 -0.906
N 0.65 0.63 1.55 0.444
C 0.56 1.89 2.27 -0.960
N 1.43 0.79 0.37 -0.977
C 0.71 0.67 -0.69 0.285
N 1.33 0.38 -1.92 -0.019
N 0.87 1.05 -3.10 -0.682
N -0.72 0.76 -0.77 -0.373
C -1.45 -0.51 -1.15 -0.355
C -1.59 -1.64 -0.09 0.423
O -2.16 -2.63 -0.39 -0.573
O -1.08 -1.45 1.11 -0.513
H 0.59 -0.58 3.31 0.265
H 2.35 -0.01 2.86 0.279
H 1.39 -1.27 1.88 0.361
H 0.00 2.59 1.65 0.308
H -0.06 1.72 3.15 0.331
H 1.62 2.24 2.54 0.275
H 2.31 0.51 -1.82 0.353
H 0.24 0.42 -3.61 0.274
H 0.27 1.86 -2.82 0.284
H -1.12 1.21 0.10 0.388
H -2.41 -0.23 -1.77 0.331
H -0.82 -0.96 -1.92 0.242
H -0.74 -0.46 1.12 0.514
```

Density functional theory data (the ωB97M-V functional and the def2-TZVPD basis) for a gas-phase ion, C5H13N5O2 (charge +2) at a distorted geometry.

Output
SMILES: CC1=[N+](N)C(O)=[NH+][C@@](O)(NN)C1
Charge: +2
Frontier orbital gap: 7.52 eV
HOMO: -17.0 eV
E: -621.82268 Eh
Energy above the lowest of the compared OMol25 structures with the same formula, charge and spin: 58.8 kJ/mol
LUMO: -9.51 eV

```
25
Properties=species:S:1:pos:R:3:mulliken_charge:R:1
C 1.71 2.12 -0.11 -1.428
C 0.77 0.98 -0.45 1.145
N 1.27 -0.21 -0.20 0.703
N 2.52 -0.48 0.40 -1.199
C 0.59 -1.43 -0.32 0.449
O 1.17 -2.48 0.03 -0.432
N -0.69 -1.38 -0.57 -0.102
C -1.50 0.00 -0.45 0.151
O -2.61 -0.22 -1.26 -0.466
N -1.61 0.34 0.90 0.141
N -2.24 -0.67 1.69 -0.558
C -0.50 0.97 -1.20 -0.962
H 1.28 2.68 0.76 0.326
H 1.61 2.83 -0.95 0.381
H 2.72 1.94 -0.07 0.526
H 3.15 0.27 0.60 0.192
H 2.48 -1.04 1.27 0.312
H 2.15 -2.67 0.23 0.479
H -1.31 -2.17 -0.48 0.367
H -2.93 -1.11 -1.26 0.416
H -1.97 1.24 0.94 0.236
H -3.14 -1.05 1.47 0.216
H -1.82 -0.85 2.61 0.231
H -0.10 0.51 -2.19 0.365
H -1.00 1.87 -1.38 0.513
```